Entry 1:
Below is an isolated molecule of C5H3NO, with properties calculated with ωB97M-V/def2-TZVPD.

Calculated values
Kohn-Sham gap, eV: 9.78
Total charge: 0
Energy relative to the best compared isomer or geometry (same formula, charge and spin), kcal per mole: 93.2
E_HOMO, eV: -9.090
Lowest unoccupied orbital energy, eV: 0.69

The geometry in XYZ format:
```
10
Properties=species:S:1:pos:R:3:forces:R:3:nbo_charge:R:1
C -1.316 1.656 0.876 1.2 0.1 0.9 -0.2405
C -0.192 1.209 0.720 -0.7 -0.2 0.3 -0.0196
C 0.590 0.044 0.324 -0.7 0.2 -0.5 -0.2958
C 1.447 -0.220 -0.804 -0.3 0.1 -0.3 0.0036
N 0.966 -1.174 -1.559 0.7 0.1 0.5 -0.1169
O -0.199 -1.621 -0.925 0.5 -0.7 0.4 -0.2718
C -0.324 -0.967 0.210 -0.4 0.1 -0.3 0.2530
H -2.213 2.002 1.345 0.1 0.4 -0.4 0.2389
H 2.414 0.209 -1.057 -0.5 0.1 -0.1 0.2307
H -1.172 -1.139 0.870 0.1 -0.2 -0.6 0.2184
```
Forces are in eV/Å.

=====

Entry 2:
Below is an isolated molecule of C5H3NO, with properties calculated with ωB97M-V/def2-TZVPD.

Calculated values
Kohn-Sham gap, eV: 9.98
Total charge: 0
Energy relative to the best compared isomer or geometry (same formula, charge and spin), kcal per mole: 35.5
E_HOMO, eV: -10.464
Lowest unoccupied orbital energy, eV: -0.49

The geometry in XYZ format:
```
10
Properties=species:S:1:pos:R:3:forces:R:3:nbo_charge:R:1
N 3.341 0.892 -0.765 -0.9 0.0 0.6 -0.2834
C 2.393 0.766 -0.113 0.8 0.1 -0.6 0.2598
C 1.255 0.540 0.730 -0.2 -0.2 0.0 -0.4027
C 0.266 -0.228 0.350 0.0 0.0 0.0 0.2722
C -0.768 -0.932 -0.029 0.2 0.1 0.1 -0.4064
C -1.990 -0.223 -0.514 -0.1 0.4 0.0 0.4065
O -2.096 0.979 -0.537 0.0 -0.5 -0.1 -0.4932
H 1.248 0.997 1.717 0.1 -0.2 -0.1 0.2737
H -0.771 -2.017 0.046 0.0 0.2 0.1 0.2495
H -2.823 -0.883 -0.820 0.1 0.1 0.0 0.1241
```
Forces are in eV/Å.

=====

Entry 3:
Below is an isolated molecule of C5H3NO, with properties calculated with ωB97M-V/def2-TZVPD.

Calculated values
Kohn-Sham gap, eV: 8.24
Total charge: 0
Energy relative to the best compared isomer or geometry (same formula, charge and spin), kcal per mole: 107.9
E_HOMO, eV: -9.325
Lowest unoccupied orbital energy, eV: -1.08

The geometry in XYZ format:
```
10
Properties=species:S:1:pos:R:3:forces:R:3:nbo_charge:R:1
O 2.069 1.059 -1.546 -0.5 -0.9 0.3 -0.4024
C 1.457 0.154 -1.173 0.8 0.7 -0.6 0.6438
C 1.160 -1.257 -1.132 -0.2 -0.1 0.1 -0.0050
N 0.212 -1.728 -0.428 0.1 0.3 0.0 -0.3680
C -0.499 -0.776 0.292 -0.1 0.1 0.1 0.1348
C -1.390 -0.298 1.091 0.2 0.0 -0.2 -0.1360
C -0.400 0.699 0.433 -0.4 0.4 0.4 -0.5018
H -2.230 -0.364 1.771 0.3 -0.1 -0.2 0.2395
H -0.764 1.363 -0.358 0.0 -0.2 0.2 0.1977
H 0.385 1.148 1.051 -0.2 -0.1 0.0 0.1975
```
Forces are in eV/Å.

=====

Entry 4:
Below is an isolated molecule of C5H3NO, with properties calculated with ωB97M-V/def2-TZVPD.

Calculated values
Kohn-Sham gap (spin up / spin down), eV: 7.53 / 6.96
Total charge: 0
Energy relative to the best compared isomer or geometry (same formula, charge and spin), kcal per mole: 16.2
Spin multiplicity: 3
E_HOMO (spin up / spin down), eV: -6.749 / -10.553
Lowest unoccupied orbital energy (spin up / spin down), eV: 0.78 / -3.59

The geometry in XYZ format:
```
10
Properties=species:S:1:pos:R:3:forces:R:3:mulliken_spin:R:1
C -0.608 1.862 1.411 -1.3 1.6 2.1 -0.0429
C -0.621 -0.321 -0.833 -0.1 1.8 -0.9 0.0651
C -0.237 -0.313 0.434 2.6 3.3 1.5 0.4345
C -0.470 1.103 -1.075 0.2 -4.7 2.2 0.3720
C 0.201 1.390 0.377 -2.1 -4.7 -1.1 0.2160
N -1.285 2.113 2.326 0.9 -0.2 -1.3 0.1098
O -0.723 1.906 -1.919 -0.7 3.3 -2.9 0.8198
H -0.899 -1.209 -1.344 -0.7 0.0 -1.1 0.0002
H -0.149 -0.915 1.278 0.2 -0.9 1.0 0.0192
H 1.198 1.633 0.124 1.0 0.5 0.6 0.0062
```
Forces are in eV/Å.

=====

Q: Look up the energy relative to the best compared isomer or geometry (same formula, charge and spin) of the second one.
A: 35.5 kcal per mole

=====

Q: Among the records above, which one has the lowest energy relative to the best compared isomer or geometry (same formula, charge and spin)?
A: number 4

=====

Q: Number 2 is which compound?
A: C5H3NO

=====

What did the third record say?
Below is an isolated molecule of C5H3NO, with properties calculated with ωB97M-V/def2-TZVPD.

Calculated values
Kohn-Sham gap, eV: 8.24
Total charge: 0
Energy relative to the best compared isomer or geometry (same formula, charge and spin), kcal per mole: 107.9
E_HOMO, eV: -9.325
Lowest unoccupied orbital energy, eV: -1.08

The geometry in XYZ format:
```
10
Properties=species:S:1:pos:R:3:forces:R:3:nbo_charge:R:1
O 2.069 1.059 -1.546 -0.5 -0.9 0.3 -0.4024
C 1.457 0.154 -1.173 0.8 0.7 -0.6 0.6438
C 1.160 -1.257 -1.132 -0.2 -0.1 0.1 -0.0050
N 0.212 -1.728 -0.428 0.1 0.3 0.0 -0.3680
C -0.499 -0.776 0.292 -0.1 0.1 0.1 0.1348
C -1.390 -0.298 1.091 0.2 0.0 -0.2 -0.1360
C -0.400 0.699 0.433 -0.4 0.4 0.4 -0.5018
H -2.230 -0.364 1.771 0.3 -0.1 -0.2 0.2395
H -0.764 1.363 -0.358 0.0 -0.2 0.2 0.1977
H 0.385 1.148 1.051 -0.2 -0.1 0.0 0.1975
```
Forces are in eV/Å.